118
Properties=species:S:1:pos:R:3 method="wB97M-V/def2-TZVPD" orbital_gap_ev=5.378 e_lumo_ha=-0.1194 homo_energy_ev=-8.63 charge=+1 relative_energy_kj_mol=108.6 fmax_ha_per_bohr=0.0165
C -4.021 0.250 -1.506
C 1.973 -4.341 0.305
H 2.454 3.623 -4.938
H 3.510 -0.942 4.417
Rh 0.018 1.081 1.137
H 0.971 -0.847 -4.585
C 4.289 0.654 -0.463
C 0.677 4.353 -3.052
N -0.115 -2.300 -1.876
C -4.130 0.261 1.042
C 1.836 3.375 -2.852
C -3.128 -0.131 -2.444
H 3.462 1.040 -1.040
H -1.026 4.907 0.330
H 2.380 -5.858 -1.188
N 0.179 0.119 -2.856
C -2.230 -0.543 -0.477
H 8.832 0.665 0.680
H -3.928 1.674 2.651
C 7.991 -0.449 -2.349
H 3.667 -5.650 0.007
C 6.137 -2.645 3.594
H 10.124 -0.297 -2.872
H -5.402 1.846 0.248
C 5.969 -1.147 3.785
H 10.241 -1.243 0.621
S -0.475 2.062 -0.936
H 11.139 -0.274 -0.567
H 9.328 1.215 -0.915
C 1.684 1.169 -4.075
H 1.968 -5.640 2.011
H 0.183 4.157 -4.006
C 5.144 -0.227 1.618
H 9.352 -1.786 -3.438
C 2.742 -3.330 1.161
O 1.866 0.868 0.656
C 6.392 -0.408 1.005
F 5.713 0.924 -2.296
C 1.082 -2.524 -1.279
C 5.523 0.512 -1.022
H 1.887 3.216 -0.678
H 7.199 -0.889 1.539
H 3.439 -4.440 -1.274
H -3.386 -1.529 2.025
H -1.942 -3.421 -2.003
H 0.449 -4.764 1.798
N -3.459 -0.009 -0.271
C 9.035 0.331 -0.334
N -2.022 -0.627 -1.798
C -0.288 -4.225 -0.808
H 10.645 -2.340 -1.556
C 4.080 0.285 0.867
N 1.638 6.923 -0.062
H 3.724 2.967 -3.875
O 0.199 0.277 2.985
C 0.399 1.311 -2.267
H -0.616 -5.149 -0.380
H -3.183 -0.095 -3.516
H 6.890 -0.603 3.580
H 5.222 -3.170 3.867
H 5.698 -0.913 4.813
C -0.942 -3.373 -1.613
S 2.515 -1.651 -1.553
C -0.020 5.274 0.480
S -1.088 -0.993 0.743
H 2.400 1.464 -4.814
H -1.169 -1.448 -3.659
C -3.301 1.253 1.865
H 3.333 -3.898 1.883
H 3.446 2.955 -1.486
N 1.331 1.970 -3.011
H -0.243 6.913 -0.886
N 7.861 -0.305 -0.905
H 0.841 -6.164 0.777
N 4.911 -0.597 2.933
C 2.520 3.532 -1.500
C -5.492 0.888 0.761
H 9.073 -2.293 -1.028
H 6.364 -2.892 2.556
C 2.926 -5.123 -0.596
H 7.913 0.497 -2.891
H 2.826 4.733 2.197
C 1.239 -0.282 3.480
C 0.422 6.401 -0.198
C 1.251 -5.284 1.273
B -0.763 -1.089 -2.581
H 3.443 6.754 0.904
H -4.938 -1.744 1.188
C 6.594 -0.051 -0.316
H -2.449 0.776 2.346
N 0.960 -3.676 -0.556
H 1.072 5.369 -3.071
C -4.336 -1.058 1.785
H -5.978 1.069 1.718
C 9.377 -1.053 -2.636
H -6.138 0.227 0.184
C 3.657 -0.562 3.414
C 0.972 0.032 -3.969
H 2.775 4.581 -1.357
H 2.050 -2.692 1.713
H 7.204 -1.110 -2.710
H 6.942 -3.017 4.226
H -0.053 4.282 -2.253
C 2.878 3.654 -3.934
C 2.557 -0.115 2.739
H 3.254 4.662 -3.767
C 10.170 -0.705 -0.323
C 2.740 0.389 1.429
C 2.458 6.313 0.790
O 1.256 -0.941 4.506
H -2.954 2.082 1.241
N 9.849 -1.728 -1.382
C 0.847 4.633 1.356
H -4.864 -0.860 2.718
H -4.995 0.680 -1.622
H 3.393 -2.698 0.565
C 2.118 5.180 1.512
Se 0.316 3.135 2.419

112
Properties=species:S:1:pos:R:3 method="wB97M-V/def2-TZVPD" orbital_gap_ev=3.744 e_lumo_ha=0.1284 homo_energy_ev=-0.25 charge=-2 relative_energy_kj_mol=4.7 fmax_ha_per_bohr=0.0285
N -1.341 2.130 5.430
C -1.397 -2.429 -3.882
C 3.182 -3.475 2.128
C 5.358 -5.772 0.391
H 3.489 7.666 1.302
C -3.254 0.871 2.618
O 1.129 -1.024 0.437
C 3.109 -2.111 -0.321
H -5.363 -1.097 0.169
H -4.678 2.809 -1.697
C 2.864 6.848 0.962
O 0.834 2.198 0.186
H 6.850 -3.482 0.404
H 4.339 -5.919 2.928
H 0.276 -3.298 -1.155
C 3.169 -1.463 -1.717
H 6.103 -6.023 2.966
S 0.262 3.414 -0.474
C 2.774 5.686 1.720
S -2.969 1.191 -1.327
C 5.259 -5.341 2.828
H 6.703 -3.095 2.116
C -3.764 -1.203 1.721
H -1.701 5.638 -0.658
Se -4.603 -2.108 3.285
H -5.936 -0.278 -4.891
N -2.692 -0.229 2.151
C -4.838 -0.520 0.923
C 1.981 4.632 1.294
H -1.194 -3.418 -4.307
H -2.177 -1.957 -4.486
H 0.557 1.658 6.156
H 4.543 -0.209 -2.836
H -2.827 2.285 6.981
H -4.032 2.845 -0.066
H 3.227 -2.136 -3.782
H -1.434 1.427 -3.725
H 0.849 5.967 -1.618
H 2.273 -3.174 -2.713
H -4.459 1.378 4.913
C -3.422 1.656 4.943
C -2.625 2.074 5.947
H -5.325 0.175 -2.524
O -1.998 -1.147 -1.337
H 2.189 -0.164 -3.104
H -4.337 -2.852 -2.669
C -4.630 0.383 -3.330
H -0.490 -1.826 -3.973
C -4.960 0.125 -4.651
H -3.532 4.781 -1.976
H 3.323 5.599 2.649
C 2.161 -2.589 1.853
C 3.183 -2.575 -2.780
H -0.615 -4.700 -1.779
H -2.975 5.043 0.387
C -0.715 -3.754 -1.238
Sr -0.803 0.168 0.440
H -6.045 1.215 0.750
C 4.121 -3.008 0.003
C 4.199 -3.703 1.208
C -3.749 2.835 -1.124
C -5.188 0.742 1.228
H -1.041 -3.980 -0.219
C -2.197 4.724 -0.315
H -3.570 -4.435 -2.456
H -4.282 0.148 -6.688
C 6.691 -3.913 1.393
C -1.230 3.857 0.485
H -0.884 4.322 1.408
H -4.016 -3.463 -1.041
H 5.489 -5.356 -0.609
H 4.898 -3.180 -0.736
C 4.463 -0.642 -1.833
C -3.366 0.877 -3.035
C 2.169 6.963 -0.234
H -1.736 2.936 0.773
C -0.149 2.488 6.152
H 1.946 0.336 -1.418
H 2.250 7.863 -0.830
H 3.169 -3.996 3.076
H 5.355 -1.246 -1.653
H 4.035 -3.249 -2.672
C -4.030 0.361 -5.657
C 2.084 -1.855 0.638
H -0.431 2.735 7.175
N -2.639 1.488 3.818
H -2.145 3.738 -2.254
C 1.285 4.762 0.100
H 1.045 -1.028 -2.068
S 0.036 1.658 3.166
H 5.282 -4.610 3.639
O -1.483 1.594 -1.387
C 2.011 -0.524 -2.083
C -2.768 0.841 -5.338
C 5.356 -4.669 1.458
C -1.347 1.749 4.125
C -4.452 1.445 2.247
H 0.340 3.344 5.685
H 6.170 -6.484 0.572
C -2.422 1.096 -4.019
C 1.380 5.909 -0.675
H 7.529 -4.584 1.611
H -4.843 2.317 2.753
H -2.034 0.994 -6.120
C -2.883 4.037 -1.506
H 4.411 -6.314 0.399
H -3.247 -1.973 1.156
H 1.885 3.714 1.863
Br 0.771 -2.344 3.106
Si -1.930 -2.570 -2.064
H 4.460 0.174 -1.108
C -3.623 -3.415 -2.059

Calculated total energy per entry: -6238.56530; -8589.64089 a.u.